C69H55FGeIrNO2P3 | the ωB97M-V functional and the def2-TZVPD basis

multiplicity	6
charge	+2
LUMO (alpha / beta)	-0.2332 / -0.3368	hartree
electronic energy	-167952.4672	eV
Kohn-Sham gap (alpha / beta)	0.2027 / 0.1433	Ha
HOMO (alpha / beta)	-11.86 / -13.06	eV

The geometry in XYZ format:
```
133
Properties=species:S:1:pos:R:3:mulliken_spin:R:1
Ir -0.444 0.024 -0.088 1.707
F -2.335 -3.371 3.016 0.011
Ge -1.672 -2.395 1.650 0.142
C -3.432 -2.394 0.620 -0.032
C -4.462 -3.154 1.162 -0.001
C -5.612 -3.409 0.436 0.001
C -5.742 -2.917 -0.853 0.002
C -4.731 -2.149 -1.391 -0.002
C -3.568 -1.886 -0.664 0.013
P -2.451 -0.662 -1.427 0.124
C -3.763 0.575 -1.714 0.008
C -4.058 1.143 -2.947 0.013
C -5.106 2.044 -3.056 -0.004
C -5.862 2.382 -1.945 0.008
C -5.565 1.819 -0.712 -0.001
C -4.516 0.929 -0.593 0.012
C -2.055 -1.310 -3.075 0.033
C -1.396 -0.447 -3.954 0.016
C -1.122 -0.856 -5.246 0.005
C -1.482 -2.130 -5.661 0.012
C -2.085 -3.006 -4.772 -0.005
C -2.365 -2.606 -3.477 0.005
C -0.551 -3.804 0.788 -0.040
C -0.968 -5.122 0.905 0.000
C -0.226 -6.142 0.335 0.003
C 0.927 -5.841 -0.371 0.001
C 1.343 -4.528 -0.506 0.004
C 0.612 -3.501 0.092 0.019
P 1.242 -1.782 0.075 0.165
C 2.299 -1.830 -1.403 0.020
C 3.680 -1.993 -1.369 0.003
C 4.392 -2.061 -2.553 0.000
C 3.736 -1.995 -3.773 0.005
C 2.356 -1.855 -3.810 0.012
C 1.642 -1.767 -2.631 0.029
C 2.358 -1.776 1.521 0.007
C 3.039 -2.924 1.914 0.001
C 3.861 -2.892 3.026 0.001
C 4.027 -1.718 3.741 0.001
C 3.366 -0.566 3.341 -0.009
C 2.521 -0.599 2.248 0.014
C -0.422 -1.445 2.993 0.033
C 0.150 -2.386 3.838 0.038
C 0.759 -1.989 5.013 0.005
C 0.755 -0.648 5.358 0.009
C 0.214 0.285 4.495 -0.017
C -0.323 -0.095 3.269 0.049
P -0.992 1.215 2.086 0.110
C -2.186 1.822 3.314 0.051
C -2.251 3.165 3.668 0.022
C -3.098 3.563 4.686 0.000
C -3.884 2.632 5.349 0.010
C -3.840 1.297 4.972 0.000
C -3.000 0.891 3.953 0.025
C 0.391 2.417 1.968 0.261
C 1.124 2.999 2.933 -0.008
C 2.293 3.793 2.629 0.211
C 2.719 4.049 1.381 0.162
C 1.941 3.620 0.196 0.081
C 0.780 2.703 0.546 -0.005
H -4.375 -3.539 2.165 0.000
H -6.407 -3.988 0.879 0.000
H -6.634 -3.108 -1.430 0.000
H -4.838 -1.730 -2.382 0.001
H -3.482 0.886 -3.823 0.004
H -5.332 2.487 -4.015 0.000
H -6.673 3.087 -2.037 0.000
H -6.149 2.077 0.158 0.000
H -4.279 0.499 0.373 0.009
H -1.096 0.533 -3.605 0.000
H -0.630 -0.183 -5.932 0.000
H -1.281 -2.446 -6.673 0.000
H -2.345 -4.004 -5.088 0.000
H -2.830 -3.296 -2.788 0.002
H -1.873 -5.340 1.453 0.000
H -0.552 -7.165 0.438 0.000
H 1.512 -6.632 -0.813 0.000
H 2.240 -4.309 -1.067 0.001
H 4.197 -2.084 -0.424 0.001
H 5.465 -2.178 -2.521 0.000
H 4.300 -2.060 -4.690 0.000
H 1.832 -1.826 -4.754 0.001
H 0.563 -1.664 -2.647 -0.029
H 2.928 -3.842 1.359 0.001
H 4.374 -3.790 3.330 0.000
H 4.666 -1.704 4.612 0.000
H 3.512 0.359 3.879 -0.001
H 1.987 0.296 1.949 0.048
H 0.075 -3.438 3.602 0.003
H 1.184 -2.727 5.676 0.000
H 1.160 -0.325 6.305 0.000
H 0.168 1.317 4.798 -0.003
H -1.638 3.885 3.149 -0.010
H -3.145 4.604 4.968 0.000
H -4.535 2.945 6.151 0.000
H -4.455 0.570 5.478 0.000
H -2.964 -0.153 3.660 0.017
H 0.890 2.870 3.977 0.003
H 2.846 4.183 3.472 0.007
H 3.618 4.623 1.214 -0.025
H 1.689 4.488 -0.417 0.030
H -0.122 3.070 0.053 0.065
C -2.931 3.859 -1.040 0.026
C -2.151 2.714 -0.428 0.024
O -2.135 2.627 0.823 0.065
O -1.508 1.954 -1.186 0.176
H -3.799 4.084 -0.428 0.001
H -3.223 3.621 -2.059 0.002
H -2.287 4.737 -1.052 -0.003
N 1.352 1.605 -0.180 1.030
C 2.439 2.406 -0.708 0.042
C 2.344 2.526 -2.222 0.058
C 1.094 2.725 -2.808 0.044
C 0.973 2.850 -4.181 -0.003
C 2.091 2.779 -4.996 0.010
C 3.333 2.564 -4.424 0.003
C 3.458 2.412 -3.055 0.000
C 3.872 2.102 -0.317 0.085
C 4.813 3.116 -0.483 0.010
C 6.132 2.906 -0.128 0.004
C 6.520 1.693 0.419 -0.002
C 5.589 0.683 0.565 -0.005
C 4.273 0.880 0.180 -0.040
H 0.207 2.777 -2.197 -0.024
H -0.004 3.015 -4.609 0.000
H 1.996 2.880 -6.066 0.000
H 4.218 2.511 -5.039 0.000
H 4.435 2.204 -2.649 0.001
H 4.520 4.062 -0.914 0.000
H 6.860 3.687 -0.283 0.000
H 7.546 1.538 0.713 0.000
H 5.887 -0.268 0.977 0.001
H 3.554 0.087 0.257 0.027
```